DFT (wB97M-V/def2-TZVPD) results for a 2-piece molecular cluster, C4H11NO2Si overall.

Bonds (Å) are listed after each position.
Positions of all 19 atoms, in Å:
1 C -1.59 -0.66 -0.53  Si8 1.859, H9 1.165, H10 1.035, H11 1.144
2 C -0.14 0.60 1.92  Si8 1.921, H12 1.100, H13 1.132, H14 1.201
3 C -1.70 2.73 -0.08  Si8 1.936, H15 1.099, H16 1.071, H17 1.146
4 C 3.05 -2.03 -1.07  N5 1.284, H18 1.142, H19 1.144
5 N 1.92 -1.53 -0.71  C4 1.284, O6 1.300, O7 1.270
6 O 0.83 -1.77 -1.37  N5 1.300
7 O 1.88 -0.74 0.28  N5 1.270
8 Si -1.34 0.90 0.46  C1 1.859, C2 1.921, C3 1.936
9 H -2.26 -1.48 -0.07  C1 1.165
10 H -2.08 -0.32 -1.38  C1 1.035
11 H -0.60 -1.17 -0.79  C1 1.144
12 H 0.38 1.56 2.10  C2 1.100
13 H -0.53 -0.19 2.63  C2 1.132
14 H 0.71 -0.07 1.39  C2 1.201
15 H -2.63 3.13 0.34  C3 1.099
16 H -0.84 3.32 0.14  C3 1.071
17 H -1.84 2.38 -1.16  C3 1.146
18 H 3.86 -1.79 -0.31  C4 1.142
19 H 2.92 -2.88 -1.83  C4 1.144

Output
ΔE to the lowest compared entry with this formula, charge and spin, kcal/mol: 157.0
2S+1: 1

Löwdin atomic charge list, values in e, 6 entries: -0.189 -0.211 -0.166 -0.011 -0.540 -0.167